Version a
An isolated molecule of C6H4O2, computed with ωB97M-V/def2-TZVPD.

## Properties
SMILES = O=Cc1coc2c1C2
Charge = 0
Gap between HOMO and LUMO = 9.4 eV

Each line ends with the Mulliken charge.
CARTESIAN COORDINATES (ANGSTROEM)
C1 -0.0969 -1.4266 0.0212  -0.482
C2 0.7027 -0.3501 0.1044  0.412
C3 -0.3752 0.7161 0.4193  0.208
C4 -1.5739 0.0744 0.4573  -0.149
C5 2.1513 -0.3126 0.0291  -0.133
C6 -1.4845 1.4868 -0.0510  -0.238
O1 2.8960 0.6398 0.0442  -0.490
O2 -1.4211 -1.2561 0.1689  -0.299
H1 0.1405 -2.3026 -0.4004  0.482
H2 2.4036 -1.2804 -0.3514  0.269
H3 -1.9899 2.2802 0.6332  0.182
H4 -1.3527 1.7312 -1.0748  0.237

Version b
C6H4O2 as an isolated structure, computed with ωB97M-V/def2-TZVPD.

## Properties
Charge = 0
Gap between HOMO and LUMO = 8.9 eV

Each line ends with the Mulliken charge.
CARTESIAN COORDINATES (ANGSTROEM)
C1 -2.2963 0.5758 0.7288  -0.589
C2 -1.7454 -0.6536 0.4590  -0.497
C3 -0.4903 -0.7125 -0.2087  0.707
C4 0.3974 0.5369 -0.4166  0.749
C5 1.8286 0.0536 0.0228  -0.457
C6 2.8269 -0.0349 0.8339  -0.137
H1 -1.7198 1.6111 0.0286  0.266
H2 -3.1832 0.5392 1.2527  0.357
H3 -2.4228 -1.5427 0.5030  0.326
H4 3.8216 0.0189 1.6719  0.321
O1 0.0852 -1.5989 -0.7674  -0.465
O2 -0.0380 1.6965 -0.7290  -0.581

Energy ordering: version a at the bottom, the next structure 0.0333 hartree above.

Version a
A 2-piece molecular cluster, C3H6S3 overall, computed with ωB97M-V/def2-TZVPD.

## Properties
SMILES = CC=S.S=CS
Charge = 0
Gap between HOMO and LUMO = 8.4 eV

Each line ends with the Mulliken charge.
CARTESIAN COORDINATES (ANGSTROEM)
C1 -2.3937 -0.9945 -0.3187  -0.161
C2 1.1024 0.8934 -0.4029  -0.890
C3 2.1339 0.1227 0.3545  -0.092
H1 -1.5673 0.1421 1.5123  0.189
H2 -2.1525 -1.6362 -1.1653  0.300
H3 1.4912 1.8838 -0.6573  0.337
H4 0.2235 1.0558 0.2314  0.261
H5 0.8035 0.3734 -1.3164  0.313
H6 2.4697 0.5946 1.2825  0.292
S1 -0.9628 -0.6256 0.5879  -0.135
S2 -3.9116 -0.5092 -0.0376  -0.223
S3 2.7637 -1.3004 -0.0703  -0.191

Version b
An isolated molecule of C3H6S3, computed with ωB97M-V/def2-TZVPD.

## Properties
SMILES = CSCSC=S
Charge = 0
Gap between HOMO and LUMO = 8.7 eV

Each line ends with the Mulliken charge.
CARTESIAN COORDINATES (ANGSTROEM)
C1 -0.4730 -2.2435 1.1872  -0.681
C2 0.1238 0.0183 -0.2281  -0.654
C3 0.5855 2.6301 -1.4186  -0.136
H1 -1.5053 -2.5810 0.7367  0.270
H2 0.1888 -2.9332 2.0817  0.283
H3 -0.7799 -1.2229 1.7376  0.183
H4 -0.8252 -0.0162 -0.7303  0.428
H5 0.0651 0.4628 0.8781  0.332
H6 1.4513 3.1726 -1.8368  0.253
S1 0.6843 -1.6573 -0.0629  -0.051
S2 1.2891 1.0322 -1.2552  0.012
S3 -0.8045 3.3380 -1.0893  -0.237

Energy ordering: version a at the bottom, the next structure 0.0020 hartree above.

Version a
A 2-piece molecular cluster, C5H14S overall, computed with ωB97M-V/def2-TZVPD.

## Properties
SMILES = CCC.CSC
Charge = 0
Gap between HOMO and LUMO = 9.5 eV

Each line ends with the Mulliken charge.
CARTESIAN COORDINATES (ANGSTROEM)
C1 0.1307 1.3299 1.7250  0.311
C2 1.4945 1.9847 1.5749  -1.406
C3 -0.5559 1.7375 3.0570  -1.209
H1 0.2052 0.2442 1.7126  0.164
H2 -0.5240 1.6628 0.9164  0.124
H3 2.2756 1.3760 2.0430  0.311
H4 1.8131 2.2498 0.5670  0.332
H5 -1.2660 2.5422 2.8401  0.293
H6 0.1473 2.1632 3.7763  0.320
H7 1.5230 2.9271 2.1287  0.433
H8 -1.1126 0.9352 3.5256  0.328
C4 0.9622 -0.7667 -2.2210  -0.797
C5 -1.4639 -0.7539 -0.9210  -0.709
S1 -0.3237 -1.9137 -1.7226  -0.086
H9 1.4363 -0.3180 -1.3401  0.217
H10 1.7412 -1.3085 -2.7587  0.303
H11 0.6365 0.0699 -2.8451  0.307
H12 -2.4811 -0.8987 -1.2871  0.379
H13 -1.2021 0.2622 -1.2007  0.183
H14 -1.3897 -0.8335 0.1608  0.203

Version b
A 2-piece molecular cluster, C5H14S overall, computed with ωB97M-V/def2-TZVPD.

## Properties
SMILES = CCC.CSC
Charge = 0
Gap between HOMO and LUMO = 9.6 eV

Each line ends with the Mulliken charge.
CARTESIAN COORDINATES (ANGSTROEM)
C1 0.4864 1.6485 -1.4757  -0.139
C2 -0.8234 2.3886 -1.7785  -1.156
C3 0.8637 1.6815 0.0011  -1.002
H1 1.2593 2.1068 -2.0910  0.328
H2 0.5315 0.6058 -1.8061  0.215
H3 -1.4781 2.5161 -0.9178  0.324
H4 -0.5359 3.3822 -2.1313  0.312
H5 1.9317 1.6411 0.2313  0.337
H6 -1.4268 1.9862 -2.5939  0.321
H7 0.2681 0.9102 0.4870  0.088
H8 0.6629 2.6691 0.4392  0.359
C4 -0.4925 -2.1064 2.5995  -0.870
C5 0.1341 -2.7086 -0.0115  -0.879
S1 -0.8813 -1.5069 0.9048  -0.075
H9 -1.1052 -2.9749 2.7969  0.313
H10 0.5768 -2.1743 2.7705  0.282
H11 -0.8385 -1.3401 3.3007  0.303
H12 -0.1434 -2.6298 -1.0659  0.309
H13 -0.1519 -3.7166 0.2696  0.367
H14 1.1624 -2.3786 0.0709  0.266

Energy ordering: version a at the bottom, the next structure 0.0055 hartree above.

Version a
CI3O2S as an isolated structure, computed with ωB97M-V/def2-TZVPD.

## Properties
Charge = -1
Gap between HOMO and LUMO (alpha / beta) = 6.1 / 6.1 eV

Each line ends with the Mulliken charge.
CARTESIAN COORDINATES (ANGSTROEM)
C1 -2.1924 -0.1781 -0.8291  -0.442
O1 2.6186 1.0167 1.1139  -0.390
O2 2.8539 -1.1114 -0.0558  -0.401
S1 2.6596 0.2731 -0.0780  0.480
I1 -3.4097 1.4847 -0.1584  -0.108
I2 0.0188 0.4444 -0.4983  0.003
I3 -2.5489 -1.9295 0.5056  -0.142

Version b
CI3O2S as an isolated structure, computed with ωB97M-V/def2-TZVPD.

## Properties
Charge = -1
Gap between HOMO and LUMO (alpha / beta) = 6.4 / 6.4 eV

Each line ends with the Mulliken charge.
CARTESIAN COORDINATES (ANGSTROEM)
C1 -1.6054 0.0600 0.6273  -0.474
O1 2.5252 -0.3325 -1.2583  -0.436
O2 2.6428 0.6345 0.9303  -0.438
S1 1.9688 -0.3446 0.1023  0.586
I1 -1.5230 -2.0203 -0.1778  -0.149
I2 -0.3549 1.2171 -0.6357  0.057
I3 -3.6535 0.7857 0.4119  -0.147

Energy ordering: version b at the bottom, the next structure 0.0154 hartree above.